w:
Density functional theory data (the ωB97M-V functional and the def2-TZVPD basis) for one molecule with the formula C4H12N2O.

Output
SMILES: CNN(C)[C@H](C)O
Highest occupied orbital energy (eV): -8.076

The geometry in ORCA input format:
```
! wB97M-V def2-TZVPD RIJCOSX def2/J DEFGRID3
* xyz 0 1
C -0.18 -0.76 0.20
C -0.65 1.51 0.92
C 1.71 0.22 -1.71
C -1.63 -1.29 0.78
N -0.38 0.60 -0.19
N 0.96 1.13 -0.87
O 0.78 -0.97 1.21
H 0.97 -1.92 1.23
H 0.71 1.94 -1.45
H 0.00 -1.42 -0.65
H -0.70 2.54 0.55
H 0.10 1.45 1.72
H -1.64 1.33 1.36
H 1.08 -0.24 -2.49
H 2.51 0.76 -2.24
H 2.20 -0.57 -1.13
H -1.58 -2.38 0.82
H -2.47 -0.99 0.14
H -1.78 -0.94 1.80
*
```

x:
Density functional theory data (the ωB97M-V functional and the def2-TZVPD basis) for one molecule with the formula C4H12N2O.

Output
SMILES: C[C@@H](O)CNCN
Highest occupied orbital energy (eV): -8.795

The geometry in ORCA input format:
```
! wB97M-V def2-TZVPD RIJCOSX def2/J DEFGRID3
* xyz 0 1
C 0.79 0.33 -0.14
C 0.13 0.09 -1.50
C 1.08 -0.83 -2.29
O -1.10 -0.59 -1.55
N -0.17 0.94 0.81
C -0.94 0.08 1.66
N -0.85 0.36 3.15
H 1.02 -0.60 0.39
H 1.61 1.00 -0.40
H 0.14 1.03 -2.07
H 0.96 -1.81 -1.78
H 2.14 -0.56 -2.31
H 0.69 -1.17 -3.25
H -1.71 -0.26 -0.88
H -0.66 1.77 0.51
H -1.99 0.02 1.36
H -0.52 -0.94 1.69
H -0.04 -0.18 3.44
H -0.59 1.35 3.18
*
```

y:
Density functional theory data (the ωB97M-V functional and the def2-TZVPD basis) for a 2-piece molecular cluster, C4H12N2O overall.

Output
SMILES: CCCN.NC=O
Highest occupied orbital energy (eV): -9.581

The geometry in ORCA input format:
```
! wB97M-V def2-TZVPD RIJCOSX def2/J DEFGRID3
* xyz 0 1
C -0.26 -3.06 -0.67
N -1.55 -2.64 -0.68
O 0.17 -3.90 -1.42
H 0.33 -2.56 0.10
H -1.89 -1.96 -0.02
H -2.15 -2.97 -1.42
C -0.13 0.76 0.67
C 0.77 1.92 0.27
C 1.56 1.63 -1.00
N -0.74 1.01 1.99
H 0.47 -0.14 0.79
H -0.87 0.62 -0.11
H 1.44 2.13 1.10
H 0.13 2.79 0.09
H 0.92 1.46 -1.86
H 2.17 0.72 -0.89
H 2.24 2.44 -1.24
H -1.06 0.15 2.40
H -1.56 1.61 1.91
*
```

z:
Density functional theory data (the ωB97M-V functional and the def2-TZVPD basis) for a 2-piece molecular cluster, C4H12N2O overall.

Output
Highest occupied orbital energy (eV): -6.937

The geometry in ORCA input format:
```
! wB97M-V def2-TZVPD RIJCOSX def2/J DEFGRID3
* xyz 0 1
C 1.66 1.81 0.22
C 1.04 -1.85 0.21
C 0.17 1.47 0.11
C -2.52 -1.04 -1.30
N -0.05 0.08 0.47
N 0.54 -0.75 -0.47
O -2.71 -0.50 -0.20
H 2.09 1.73 1.19
H 2.13 1.07 -0.48
H 1.60 2.85 -0.17
H 1.86 -1.59 1.00
H 0.38 -2.65 0.68
H 1.71 -2.15 -0.61
H -0.38 2.04 0.86
H -0.31 1.91 -0.89
H -2.77 -2.20 -1.43
H -2.12 -0.59 -2.10
H 0.31 -0.26 1.38
H -1.16 -0.06 0.62
*
```

Stability, lowest: z

w:
Density functional theory data (the ωB97M-V functional and the def2-TZVPD basis) for one molecule with the formula C4H12N2O.

Output
SMILES: NCNCCCO
Highest occupied orbital energy (eV): -8.922

The geometry in ORCA input format:
```
! wB97M-V def2-TZVPD RIJCOSX def2/J DEFGRID3
* xyz 0 1
C -0.14 -0.94 -0.77
C -0.49 0.32 -1.66
C 0.40 1.54 -1.40
O 1.83 1.35 -1.33
N 0.27 -0.55 0.56
C -0.72 -0.79 1.61
N -0.34 -0.09 2.84
H -0.98 -1.63 -0.82
H 0.76 -1.29 -1.30
H -1.48 0.63 -1.28
H -0.66 0.17 -2.72
H 0.14 1.90 -0.40
H 0.20 2.29 -2.16
H 1.94 0.38 -1.28
H 1.17 -0.93 0.84
H -1.70 -0.47 1.25
H -0.74 -1.84 1.90
H 0.18 -0.72 3.44
H 0.35 0.65 2.68
*
```

x:
Density functional theory data (the ωB97M-V functional and the def2-TZVPD basis) for one molecule with the formula C4H12N2O.

Output
SMILES: NCCNCCO
Highest occupied orbital energy (eV): -8.755

The geometry in ORCA input format:
```
! wB97M-V def2-TZVPD RIJCOSX def2/J DEFGRID3
* xyz 0 1
N 2.56 1.14 -0.65
C 2.04 -0.26 -0.69
C 1.10 -0.49 0.50
N -0.04 0.41 0.46
C -1.24 -0.10 -0.25
C -2.49 0.19 0.59
O -3.46 -0.82 0.21
H 3.44 1.20 -1.14
H 2.86 1.29 0.32
H 2.87 -0.97 -0.73
H 1.42 -0.30 -1.57
H 0.77 -1.53 0.45
H 1.65 -0.47 1.45
H 0.27 1.22 -0.05
H -1.30 0.51 -1.15
H -1.16 -1.18 -0.42
H -2.31 0.07 1.66
H -2.90 1.08 0.12
H -4.08 -0.99 0.90
*
```

y:
Density functional theory data (the ωB97M-V functional and the def2-TZVPD basis) for a 2-piece molecular cluster, C4H12N2O overall.

Output
SMILES: N/C=C/CCN.O
Highest occupied orbital energy (eV): -7.491

The geometry in ORCA input format:
```
! wB97M-V def2-TZVPD RIJCOSX def2/J DEFGRID3
* xyz 0 1
C 1.06 -1.62 -0.37
C 0.53 -1.07 1.18
C -0.73 -0.21 1.17
C -0.41 1.03 0.70
N -1.22 2.06 0.46
N 0.52 -2.94 -0.59
H 2.16 -1.79 -0.29
H 0.90 -0.89 -1.17
H 0.44 -1.82 1.97
H 1.52 -0.58 1.50
H -1.64 -0.27 1.72
H 0.66 1.05 0.28
H -0.80 2.82 0.53
H -2.25 2.12 0.64
H 0.99 -3.56 0.06
H -0.45 -3.01 -0.57
H -0.81 3.48 -1.97
H -0.40 2.18 -2.80
O -0.07 3.04 -2.45
*
```

Stability, lowest: y

w:
Density functional theory data (the ωB97M-V functional and the def2-TZVPD basis) for one molecule with the formula C4H12N2O.

Output
SMILES: CN[C@@H](CN)CO
Highest occupied orbital energy (eV): -8.914

The geometry in ORCA input format:
```
! wB97M-V def2-TZVPD RIJCOSX def2/J DEFGRID3
* xyz 0 1
C 0.95 0.15 2.14
N 0.81 -0.62 0.91
C -0.46 -0.44 0.24
C -0.58 -1.55 -0.84
O -1.27 -1.14 -2.01
C -0.65 0.94 -0.38
N 0.33 1.21 -1.45
H 0.93 1.23 1.99
H 1.88 -0.14 2.64
H 0.17 -0.10 2.87
H 1.54 -0.29 0.29
H -1.27 -0.57 0.95
H -1.14 -2.39 -0.46
H 0.42 -1.95 -1.05
H -0.64 -0.64 -2.55
H -0.60 1.68 0.43
H -1.66 1.04 -0.76
H 1.22 1.49 -1.06
H 0.04 2.08 -1.89
*
```

x:
Density functional theory data (the ωB97M-V functional and the def2-TZVPD basis) for a 2-piece molecular cluster, C4H12N2O overall.

Output
SMILES: [H]/N=N/O.CC(C)C
Highest occupied orbital energy (eV): -9.293

The geometry in ORCA input format:
```
! wB97M-V def2-TZVPD RIJCOSX def2/J DEFGRID3
* xyz 0 1
C 1.14 -0.15 0.13
C 0.52 0.05 1.44
C 1.00 -1.54 -0.47
C 0.57 0.99 -1.17
H 2.19 0.16 0.15
H 0.44 -0.84 2.06
H -0.66 0.40 1.29
H 0.94 0.88 2.00
H 1.47 -2.28 0.19
H -0.05 -1.79 -0.60
H 1.49 -1.60 -1.44
H 0.51 2.01 -0.82
H 1.45 0.87 -1.80
H -0.25 0.67 -1.80
O -2.23 -0.63 -0.57
N -2.09 0.71 -0.46
N -2.03 1.05 0.76
H -2.34 -1.02 0.32
H -2.06 2.07 0.82
*
```

y:
Density functional theory data (the ωB97M-V functional and the def2-TZVPD basis) for C4H12N2O as an isolated structure.

Output
Highest occupied orbital energy (eV): -6.989

The geometry in ORCA input format:
```
! wB97M-V def2-TZVPD RIJCOSX def2/J DEFGRID3
* xyz 0 1
C 1.49 1.00 0.30
C 1.44 -1.37 -0.13
N 0.71 -0.14 -0.07
H -0.16 0.06 -1.54
H 1.87 -1.62 0.86
H 2.34 1.17 -0.38
H 0.89 1.91 0.30
H 1.90 0.88 1.32
H 0.78 -2.19 -0.44
H 2.28 -1.33 -0.84
C -1.22 -0.09 0.05
N -1.59 0.81 1.04
C -1.35 0.32 -1.36
O -1.55 -1.39 0.29
H -1.67 -1.53 1.24
H -1.19 0.60 1.95
H -1.42 1.77 0.79
H -2.10 -0.25 -1.89
H -1.45 1.39 -1.51
*
```

Stability, lowest: x